# 1
The following is a quantum chemistry calculation of a single C5H7NO molecule in a non-equilibrium geometry, from the OMol25 dataset.

Computed properties:
Energy above the lowest of the compared OMol25 structures with the same formula, charge and spin, eV: 1.120
Structure (SMILES): CC(=O)[C@@H](C)C#N

The geometry in ORCA input format:
```
! wB97M-V def2-TZVPD RIJCOSX def2/J DEFGRID3
* xyz 0 1
C -1.83512 -0.68793 0.24436
C -0.64788 0.07300 -0.37210
C -0.56226 1.49485 0.00299
N -0.42011 2.54085 0.43876
C 0.73816 -0.24775 0.39121
O 0.72170 -0.23127 1.59772
C 2.03360 -0.13802 -0.36680
H -1.74037 -0.69006 1.32906
H -2.81735 -0.27449 -0.01832
H -1.79718 -1.72226 -0.11630
H -0.76852 0.04505 -1.47603
H 2.89357 -0.52707 0.18653
H 2.22569 0.93430 -0.47947
H 1.97607 -0.56919 -1.36159
*
```

=====

# 2
The following is a quantum chemistry calculation of C54H81N3O18 as an isolated structure in a non-equilibrium geometry, from the OMol25 dataset.

Computed properties:
Electronic energy, eV: -98608.143

The geometry in ORCA input format:
```
! wB97M-V def2-TZVPD RIJCOSX def2/J DEFGRID3
* xyz 0 1
C 36.06713 -29.83103 12.92485
O 37.43351 -30.17146 13.14350
C 37.81811 -31.49719 13.03104
C 39.36336 -31.43957 13.13938
N 40.01996 -30.35019 12.41873
C 41.31921 -29.78923 13.03356
C 41.85563 -28.73652 11.97475
O 41.07552 -27.53486 12.22461
C 41.58291 -26.39389 11.62428
H 35.70350 -29.98051 11.90823
H 35.90140 -28.77491 13.13757
H 35.25228 -30.33927 13.44041
H 37.72602 -31.93063 12.03518
H 37.36328 -32.18133 13.74741
H 39.80946 -32.35399 12.74831
H 39.55892 -31.21802 14.18856
H 39.26659 -29.69325 12.27392
H 42.13534 -30.50773 13.10979
H 41.20110 -29.26673 13.98285
H 41.77307 -29.11784 10.95697
H 42.90127 -28.56604 12.23102
H 42.32416 -26.43822 10.82635
H 41.96563 -25.77674 12.43715
H 40.64565 -25.93384 11.31119
C 39.14219 -25.02416 12.70205
O 37.98801 -24.96672 11.91096
C 36.85143 -24.95045 12.78019
C 35.52557 -25.41234 11.98987
N 35.13934 -24.30613 11.08630
C 34.21092 -24.76839 10.05763
C 33.70507 -23.82786 8.91458
O 34.72064 -23.00851 8.30973
C 34.38970 -22.24592 7.02691
H 39.48551 -25.86084 13.31050
H 39.29343 -24.11594 13.28546
H 39.97637 -25.09719 12.00425
H 36.67147 -24.00372 13.28953
H 36.90287 -25.64560 13.61816
H 34.83091 -25.52564 12.82216
H 35.50981 -26.35597 11.44451
H 35.95968 -23.99529 10.58579
H 33.25112 -25.01852 10.50965
H 34.71225 -25.62642 9.60981
H 32.81176 -23.21393 9.02949
H 33.33669 -24.59222 8.23037
H 34.30741 -22.81135 6.09868
H 35.18813 -21.52941 6.83391
H 33.51198 -21.61001 7.14227
C 40.26633 -29.11055 7.39449
O 40.92497 -29.62928 8.52344
C 40.09992 -29.69021 9.64847
C 39.84538 -28.25279 10.28613
N 39.17974 -27.17416 9.42961
C 37.70512 -27.39345 9.22854
C 37.02228 -26.18647 8.62485
O 37.46453 -26.18412 7.24396
C 37.00374 -25.12170 6.43726
H 40.71602 -28.16329 7.09684
H 39.18443 -29.10338 7.52675
H 40.37497 -29.83259 6.58519
H 40.59744 -30.19211 10.47833
H 39.10670 -30.13735 9.60720
H 40.86453 -27.87183 10.35184
H 39.23364 -28.47551 11.16035
H 39.65442 -27.00966 8.55341
H 37.27075 -27.65129 10.19442
H 37.39349 -28.25010 8.63093
H 37.19704 -25.29930 9.23352
H 35.97781 -26.49330 8.68001
H 37.49891 -24.16725 6.61592
H 36.01952 -24.71326 6.66660
H 36.88132 -25.35192 5.37891
C 29.41093 -23.85487 9.45984
C 30.63419 -23.77174 8.83641
C 30.60145 -23.22757 7.58327
C 29.40758 -22.81859 7.00980
C 28.16547 -22.95339 7.52814
C 28.17665 -23.53420 8.84327
O 27.00101 -23.66244 9.45018
O 31.74824 -22.87919 7.00507
H 29.42299 -24.17830 10.49020
H 31.56581 -24.09394 9.27762
H 29.49173 -22.36912 6.03138
H 27.30418 -22.45439 7.10913
H 27.04291 -23.67874 10.40912
H 31.93593 -23.60296 6.40298
C 35.89897 -19.98713 12.30481
C 36.33187 -19.21210 11.26426
C 36.18617 -19.62694 9.92539
C 35.63955 -20.85747 9.66708
C 35.29634 -21.67400 10.70990
C 35.44689 -21.22809 11.93025
O 34.99176 -22.01188 12.90056
O 36.55493 -18.84203 8.89756
H 35.87418 -19.73719 13.35518
H 36.72316 -18.21337 11.39009
H 35.57384 -21.27704 8.67409
H 34.91914 -22.67495 10.56089
H 34.60932 -22.79255 12.49325
H 36.96237 -19.28566 8.15004
C 38.73649 -22.50682 10.86880
C 39.97967 -22.57617 11.57659
C 41.03899 -23.03708 10.86856
C 41.14329 -23.29990 9.56262
C 39.90571 -23.28868 8.84048
C 38.75406 -22.82777 9.46534
O 37.70143 -22.68106 8.68296
O 42.20820 -23.23041 11.58169
H 37.92042 -22.07674 11.43045
H 40.06131 -22.46110 12.64735
H 42.04002 -23.68823 9.10274
H 39.94814 -23.41233 7.76843
H 37.55762 -23.35596 8.01556
H 42.52093 -22.62783 12.26044
C 38.01603 -27.94957 16.42606
C 38.61546 -26.69580 16.56454
C 39.30036 -26.19334 15.45976
C 39.51075 -26.92233 14.33480
C 38.89353 -28.14467 14.12923
C 38.28619 -28.72329 15.27903
O 37.52928 -29.86433 15.26547
O 39.78374 -24.97896 15.67387
H 37.38767 -28.36179 17.20169
H 38.42408 -26.14765 17.47520
H 39.98653 -26.44544 13.49063
H 39.10954 -28.68840 13.22142
H 37.73856 -30.23823 14.40640
H 40.13006 -24.90253 16.56596
C 30.59529 -25.63009 12.47164
C 29.69480 -26.64015 12.26194
C 29.81746 -27.35062 11.08968
C 30.68540 -26.95915 10.09107
C 31.47981 -25.85870 10.29836
C 31.50394 -25.20252 11.51121
O 32.33529 -24.08181 11.66605
O 28.77844 -28.24191 10.70661
H 30.42480 -25.06844 13.37821
H 29.00280 -26.91594 13.04391
H 30.61001 -27.37409 9.09681
H 32.16900 -25.64891 9.49375
H 32.55651 -23.99169 12.59586
H 28.41071 -28.71994 11.45349
C 32.88524 -26.29069 5.25550
C 34.11995 -26.36798 4.58997
C 34.96940 -25.20125 4.59298
C 34.53359 -23.98980 5.20668
C 33.32809 -23.97711 5.89156
C 32.53008 -25.11920 5.86143
O 31.41287 -25.07933 6.64197
O 36.04731 -25.13416 3.74034
H 32.18492 -27.10621 5.15124
H 34.40186 -27.22404 3.99491
H 35.17767 -23.12615 5.13128
H 32.94505 -23.07841 6.35203
H 30.88735 -25.87873 6.72191
H 36.00126 -25.66646 2.94277
*
```

=====

# 3
The following is a quantum chemistry calculation of a single C5H6BrN3O3 molecule in a non-equilibrium geometry, from the OMol25 dataset.

Computed properties:
Energy above the lowest of the compared OMol25 structures with the same formula, charge and spin, eV: 0.980
Structure (SMILES): N#C[C@@]1(Br)COCCN1[N+](=O)[O-]

The geometry in ORCA input format:
```
! wB97M-V def2-TZVPD RIJCOSX def2/J DEFGRID3
* xyz 0 1
C -0.35597 0.26682 3.34458
C 1.10827 -0.44060 -0.06467
C 0.37016 0.71438 -0.67334
C -1.42224 0.18200 0.95162
C -0.35587 -0.45113 2.08917
N -0.48784 0.86211 4.31239
N 0.88337 -0.47857 1.35773
N 2.01369 -0.64436 2.14324
O 3.09861 -0.71368 1.60369
O 1.81193 -0.76324 3.35233
O -0.75573 1.05852 0.14492
Br -0.85626 -2.45374 2.37146
H 0.77195 -1.46083 -0.34251
H 2.13107 -0.33461 -0.33830
H 0.99390 1.50272 -0.65941
H -0.00320 0.39585 -1.68409
H -1.71906 -0.68366 0.30773
H -2.10898 0.62211 1.54679
*
```

=====

# 4
The following is a quantum chemistry calculation of a single C2H4N2 molecule in a non-equilibrium geometry, from the OMol25 dataset.

Computed properties:
Energy above the lowest of the compared OMol25 structures with the same formula, charge and spin, eV: 2.550
Structure (SMILES): CC1N=N1

The geometry in ORCA input format:
```
! wB97M-V def2-TZVPD RIJCOSX def2/J DEFGRID3
* xyz 0 1
C 0.59325 0.42681 -0.02669
C -0.50178 -0.60720 0.27166
N 0.73396 1.02035 -1.39073
N 0.26373 1.77000 -0.52074
H 1.50791 0.15526 0.44234
H -1.54130 -0.12258 0.48353
H -0.30873 -1.20204 1.23068
H -0.74704 -1.44061 -0.49004
*
```

=====

# 5
The following is a quantum chemistry calculation of C41H32N12O2S2Ti as an isolated structure, from the OMol25 dataset.

Computed properties:
Energy above the lowest of the compared OMol25 structures with the same formula, charge and spin, eV: 0.000
⟨S²⟩: 2.022

The geometry in ORCA input format:
```
! wB97M-V def2-TZVPD RIJCOSX def2/J DEFGRID3
* xyz 0 3
Ti -2.42061 0.81964 -1.55945
C 11.33984 -0.01531 -0.81840
O 10.45852 0.14330 0.27913
C 9.13342 0.24167 0.01209
C 8.29868 0.38699 1.11976
C 6.93508 0.49295 0.94871
C 6.36732 0.46066 -0.32641
C 7.20896 0.31407 -1.42182
C 8.58221 0.20375 -1.26468
C 4.92411 0.57011 -0.54897
N 4.32360 0.37517 -1.69992
C 2.99079 0.57852 -1.45579
C 2.78073 0.90206 -0.13548
N 4.03058 0.89178 0.43675
C 1.49490 1.17894 0.42927
C 1.22818 1.53780 1.73976
C -0.10422 1.76351 2.11594
C -1.10144 1.62126 1.18116
N -0.87930 1.28418 -0.10295
C 0.41455 1.07070 -0.48447
C 0.60827 0.73401 -1.84571
N -0.52422 0.66001 -2.60827
C -0.38041 0.35504 -3.90908
C 0.84562 0.11233 -4.49385
C 2.00524 0.17147 -3.72226
C 1.89448 0.48371 -2.38086
H 12.33803 -0.07680 -0.39517
H 11.28649 0.83980 -1.49657
H 11.12346 -0.93268 -1.37110
H 8.74498 0.40695 2.10476
H 6.31660 0.58633 1.83383
H 6.77306 0.28555 -2.41101
H 9.20517 0.09140 -2.13964
H 4.25856 1.10955 1.38948
H 2.02780 1.64373 2.46238
H -0.35908 2.04923 3.12747
H -2.13980 1.76787 1.45944
H -1.30019 0.30754 -4.47555
H 0.88713 -0.12932 -5.54621
H 2.98050 -0.02314 -4.14798
S -3.59837 1.58178 -3.80343
C -4.33996 0.03025 -3.62835
S -3.37688 -1.15275 -2.81091
C -5.65974 -0.19963 -3.96032
C -6.28778 -1.43878 -3.64504
N -6.79709 -2.42896 -3.34685
C -6.49161 0.84972 -4.44580
N -7.15304 1.71641 -4.81964
O -2.46782 3.15088 -1.48602
C -3.50257 3.63236 -0.62305
C -4.72479 2.75886 -0.72218
C -6.00154 3.27566 -0.80375
C -7.07143 2.40299 -0.94878
C -6.82595 1.04341 -0.98305
C -5.51593 0.60465 -0.89460
N -4.47938 1.44043 -0.77453
H -2.72834 3.33876 -2.40015
H -3.74602 4.66928 -0.85592
H -3.08466 3.59858 0.38381
H -6.15129 4.34674 -0.79277
H -8.07786 2.78393 -1.05741
H -7.62147 0.32460 -1.11943
H -5.27162 -0.44911 -0.96436
C -4.05785 -0.67490 1.83460
C -3.05733 -1.42209 1.02425
N -2.41460 -0.97338 -0.02891
C -1.52873 -1.96579 -0.40738
C -1.65598 -3.02832 0.41948
N -2.62855 -2.67710 1.33216
C -3.03563 -3.47118 2.45906
N -1.93966 -3.64764 3.38443
N -1.86112 -4.80895 4.07531
N -0.90055 -4.74340 4.91108
C -0.30830 -3.50457 4.79840
C 0.78094 -2.96043 5.48506
C 1.16543 -1.68782 5.13905
C 0.49360 -0.96903 4.12777
C -0.57782 -1.48831 3.43912
C -0.97355 -2.78113 3.80636
H -4.11932 0.34258 1.46089
H -3.76235 -0.63864 2.88537
H -5.05142 -1.12257 1.77277
H -0.88095 -1.84886 -1.26055
H -1.15736 -3.98098 0.45640
H -3.34615 -4.46620 2.14540
H -3.87654 -2.97750 2.94462
H 1.28963 -3.53117 6.24950
H 2.00300 -1.22243 5.64122
H 0.83767 0.02534 3.87528
H -1.05897 -0.91991 2.65351
*
```

=====

# 6
The following is a quantum chemistry calculation of Cl3H6NaO15 as an isolated structure in a non-equilibrium geometry, from the OMol25 dataset.

Computed properties:
Energy above the lowest of the compared OMol25 structures with the same formula, charge and spin, eV: 2.939

The geometry in ORCA input format:
```
! wB97M-V def2-TZVPD RIJCOSX def2/J DEFGRID3
* xyz -2 1
Na -0.48351 0.69883 0.03422
Cl 1.60348 4.27148 4.86712
O 2.27400 5.51916 4.69869
O 2.24184 3.35993 5.86489
O 0.25020 4.54082 5.29781
O 1.55196 3.53064 3.64970
Cl 4.62583 -2.92369 -0.36799
O 5.79082 -2.89315 0.39754
O 4.85564 -2.24665 -1.58642
O 4.36468 -4.26023 -0.63356
O 3.55793 -2.41028 0.47092
Cl -2.95029 -5.31968 -1.19336
O -2.97974 -3.93071 -0.89428
O -4.18765 -5.70415 -1.79603
O -1.92886 -5.62348 -2.13367
O -2.79364 -5.94299 0.07321
O -0.76973 4.50860 -1.89620
H -0.75785 5.35530 -1.44989
H -0.88118 4.72662 -2.82155
O -0.17750 -1.31629 -3.93826
H 0.10636 -2.22844 -3.87797
H -1.07010 -1.36484 -4.28050
O -3.97278 2.97462 0.79116
H -3.90093 3.92898 0.77521
H -4.36889 2.74967 -0.05070
*
```

=====

# 7
The following is a quantum chemistry calculation of a single C20H16N2O3 molecule in a non-equilibrium geometry, from the OMol25 dataset.

Computed properties:
Energy above the lowest of the compared OMol25 structures with the same formula, charge and spin, eV: 2.695
Structure (SMILES): C[C@@H](Oc1ccc([N+](=O)[O-])cc1)n1c2ccccc2c2ccccc21

The geometry in ORCA input format:
```
! wB97M-V def2-TZVPD RIJCOSX def2/J DEFGRID3
* xyz 0 1
C 1.23127 -0.89065 2.02466
C 2.53653 -0.91856 2.46698
C 3.21396 0.29828 2.67489
N 4.59304 0.23824 3.01120
O 5.23712 1.29471 3.17783
O 5.10712 -0.90238 3.11642
C 2.57827 1.54299 2.48355
C 1.26111 1.56695 2.03974
C 0.57858 0.34792 1.87967
O -0.78867 0.29395 1.77165
H 0.68818 -1.80871 1.81476
H 3.03578 -1.86490 2.65050
H 3.11301 2.46585 2.71102
H 0.75364 2.52423 1.87682
C -2.90089 1.14107 1.30917
C -1.48269 1.09470 0.79910
N -1.36460 0.44069 -0.50079
C -0.54904 0.86924 -1.54246
C -0.04130 2.14245 -1.76143
C 0.71862 2.33117 -2.92595
C 0.93985 1.25995 -3.81565
C 0.38234 -0.00721 -3.60658
C -0.35447 -0.20905 -2.44497
C -1.07284 -1.34042 -1.91554
C -1.68716 -0.91067 -0.70336
C -2.49452 -1.74209 0.04805
C -2.67679 -3.05558 -0.41558
C -2.05816 -3.50185 -1.59521
C -1.28063 -2.63682 -2.37555
H -3.06787 2.11273 1.77451
H -3.63251 1.04194 0.50056
H -3.05882 0.38043 2.08617
H -1.03481 2.08824 0.71768
H -0.26912 2.93297 -1.04507
H 1.12733 3.32274 -3.14581
H 1.56159 1.44580 -4.68982
H 0.49782 -0.82663 -4.31280
H -2.98542 -1.35401 0.93856
H -3.32337 -3.73486 0.14684
H -2.19478 -4.53704 -1.90136
H -0.83671 -2.93581 -3.32244
*
```

=====

# 8
The following is a quantum chemistry calculation of a 2-piece molecular cluster, C6H16N2O overall, from the OMol25 dataset.

Computed properties:
Energy above the lowest of the compared OMol25 structures with the same formula, charge and spin, eV: 3.969
Structure (SMILES): N[NH2+]C[O-].CC=C(C)C

The geometry in ORCA input format:
```
! wB97M-V def2-TZVPD RIJCOSX def2/J DEFGRID3
* xyz 0 1
C 2.32619 -0.86917 1.25980
N 1.37172 0.06580 2.05992
N -0.03096 -0.19291 2.16622
O 2.72257 0.06862 0.36250
H 1.86239 0.75872 1.11137
H 1.73042 0.30019 2.98363
H -0.17027 -1.13050 2.53571
H -0.39110 -0.18158 1.21296
H 3.10387 -1.25463 1.94141
H 1.70420 -1.69380 0.86419
C -0.08060 1.97526 -0.78447
C -2.35133 0.86822 -0.93642
C -0.81616 -1.79733 -1.52494
C -0.85710 0.70412 -1.01970
C -0.21953 -0.44484 -1.27158
H 0.86759 -0.41853 -1.26121
H -0.29764 2.38506 0.20818
H 0.99342 1.81209 -0.86805
H -2.63629 1.28318 0.03580
H -2.69540 1.58103 -1.69217
H -2.89853 -0.06153 -1.08013
H -0.37215 2.74283 -1.50808
H -0.55803 -2.14424 -2.52998
H -0.40568 -2.53727 -0.83033
H -1.90161 -1.81881 -1.43465
*
```